1.
Formula: C2H4N2S3
Source: OMol25
Level of theory: wB97M-V/def2-TZVPD

Geometry as XYZ:
```
11
Properties=species:S:1:pos:R:3
S -0.85248 0.82690 -1.27274
C -1.81262 -0.17817 -0.16787
H -0.38231 -2.68737 1.65929
S 3.05783 1.01132 0.34664
H 1.27138 -0.09584 -1.50415
S 0.05134 -1.73771 0.84135
H 0.76214 1.95906 0.54672
C 1.46256 1.27561 0.00303
H -2.82975 0.18330 -0.19732
N 0.78840 0.55299 -0.87921
N -1.51649 -1.11009 0.62426
```

total charge = 0
energy above the lowest of the compared OMol25 structures with the same formula, charge and spin = 1.2305 eV
strongest force on any atom = 0.044 hartree/bohr


2.
Formula: C7H15NO2
Source: OMol25
Level of theory: wB97M-V/def2-TZVPD

Geometry as XYZ:
```
25
Properties=species:S:1:pos:R:3
O -1.58769 1.04946 -0.67650
C -1.84460 0.24579 0.38764
H 3.29633 1.58021 -0.17381
C 1.23083 -0.09385 1.49056
H 1.59029 -1.05515 1.15752
C -1.07087 -1.55433 -1.09811
C 1.52200 1.01532 0.83867
H -0.86538 -2.50372 1.44710
O -2.25938 0.68935 1.43362
H -1.68605 -2.37981 -1.46330
H 0.63078 -0.09054 2.38403
H 0.67340 1.41391 -1.73039
C -1.81226 -2.02262 1.19159
H -2.20238 -1.50365 2.06401
H 1.46470 2.89525 -1.19041
H 2.57597 0.07469 -0.75537
H 1.15385 1.96666 1.20073
C 1.63542 1.86815 -1.50629
H -2.52485 -2.78641 0.87235
H 2.23487 1.88330 -2.41375
H -1.05867 -0.76203 -1.83977
H -0.05070 -1.91701 -0.94456
N -1.61733 -1.05617 0.13870
H -1.77663 1.95923 -0.40821
C 2.34836 1.08398 -0.40606
```

total charge = 0
energy above the lowest of the compared OMol25 structures with the same formula, charge and spin = 0.8631 eV
strongest force on any atom = 0.009 hartree/bohr


3.
Formula: C13H29AlIO24S6
Source: OMol25
Level of theory: wB97M-V/def2-TZVPD

Geometry as XYZ:
```
74
Properties=species:S:1:pos:R:3
O 4.36789 2.07428 -3.24280
H -2.13173 2.68168 2.59654
S 2.32509 -1.99149 -6.00929
O 2.54528 -1.85253 4.27940
O 2.60423 -1.20673 -4.60691
O -0.41951 -2.50564 0.18935
O 2.96592 -0.87367 -7.00814
O 1.10665 -3.83458 4.37683
C 2.29310 -2.37460 2.97593
H -1.64872 -6.49804 -0.97986
H -6.64314 2.20446 -3.63819
O -0.02881 1.60976 3.94625
O -1.22640 -4.46883 -1.12932
C -4.76627 2.66150 -2.61172
S 4.19011 2.62721 -1.71863
S -1.00335 1.86331 4.98180
H -2.94655 2.98919 0.83408
O 0.89834 -2.04085 -6.22913
H -6.83966 3.02976 -2.06690
H 4.11044 0.83482 -6.70891
O -6.33695 1.04561 -1.94063
H -2.58326 -0.71360 6.57190
O -2.70600 -2.47247 -0.91740
C -1.38747 -5.64843 -0.34332
H -0.96922 -0.97421 5.85381
S -5.12442 0.93048 -0.85692
O -0.28610 1.64393 6.43020
O 4.38524 4.21257 -2.04487
S -1.63146 -3.16374 -0.24018
I 0.85498 1.31728 -0.65370
H 0.90940 -3.93512 2.30871
H 0.71182 3.35547 2.13290
O 5.31672 2.17682 -0.93486
H -0.21880 4.63346 0.10995
Al -0.20228 3.22517 0.83365
C -1.69029 -0.21832 6.18128
H -0.43873 -5.85214 0.16357
O -1.78765 3.07653 5.04583
C -1.06606 0.73174 7.19983
H -3.47803 -5.38500 0.19721
H 2.37456 0.96154 -6.30968
C 1.01268 -3.19518 3.10596
H -2.06658 1.36320 1.21727
C 3.25556 0.31278 -6.27082
H 4.54365 -0.56473 -4.75332
C -2.48845 -5.32145 0.66199
O -4.34092 -0.24134 -1.17957
C 3.53345 -0.15161 -4.84364
H -0.44131 0.20944 7.92829
H -2.45743 -5.97135 1.53974
S 1.92748 -2.86396 5.39888
O 0.96736 -2.12780 6.19094
O -2.26351 -3.96337 1.03321
H 4.46727 5.31973 -3.80154
O 3.01002 -3.62347 5.97995
H 0.12936 -2.54794 3.11808
O -2.02349 0.59382 5.05674
C 4.82366 4.37022 -3.39325
H 5.91839 4.36014 -3.39884
H 4.80687 2.96336 -5.07118
C -2.03946 2.52733 1.42367
O -4.28930 2.24808 -1.33330
H 2.19046 -1.56119 2.25268
C -6.24800 2.29534 -2.62287
C 4.25924 3.16997 -4.14859
O 2.81673 2.41472 -1.31888
H -4.60054 3.73157 -2.75756
H -1.83566 1.30614 7.72624
H -4.21606 2.10095 -3.37486
H 3.19837 3.31313 -4.37967
H 3.14008 -3.00794 2.69296
H 3.40220 0.64920 -4.11204
O -5.66007 1.18083 0.46096
O 3.16903 -3.16521 -6.04526
```

total charge = -1
energy above the lowest of the compared OMol25 structures with the same formula, charge and spin = 2.2835 eV
strongest force on any atom = 0.102 hartree/bohr


| no. | HOMO-LUMO gap (Eh) |
| --- | --- |
| 1 | 0.333 |
| 2 | 0.375 |
| 3 | 0.199 |